(1)
Below is a 6-piece molecular cluster, C25H56N2O16S5 overall in a non-equilibrium geometry, with properties calculated with ωB97M-V/def2-TZVPD.

```
104
Properties=species:S:1:pos:R:3:forces:R:3
S 6.64530 4.51044 1.54812 -0.34 -0.20 -0.60
S -8.00021 -1.34495 0.47291 -0.44 -0.17 -0.68
S -4.10802 1.37176 4.34839 -0.66 -0.42 0.31
S 0.66182 -3.55563 -5.24686 0.55 0.54 -0.22
S 0.70154 1.21527 -7.93179 0.45 0.66 -0.14
O -2.80444 0.90654 3.97614 0.15 0.31 0.01
O -0.04930 1.35876 -6.72255 -0.09 -0.37 -0.14
O -4.24366 1.31190 5.94570 -0.09 -0.22 -0.32
O -0.73854 -3.36298 -5.01498 0.05 -0.27 0.19
O 1.47940 -2.42221 -4.46424 -0.14 -0.08 -0.47
O 7.94562 5.10150 1.64203 -0.03 -0.14 0.28
O 5.89902 4.15740 2.71861 0.27 0.13 0.10
O 0.31247 2.40562 -8.92955 0.37 -0.19 0.20
O 0.72181 -0.01807 -8.66422 -0.32 0.01 0.21
O -8.74927 -1.66375 1.65114 0.35 0.13 0.15
O 6.72166 3.23764 0.57972 -0.17 0.43 -0.02
O -6.68625 -0.77754 0.55279 -0.01 -0.16 0.37
O -4.60989 2.63112 3.88908 0.37 0.00 -0.09
O 2.39048 -2.73339 4.14941 0.41 0.63 -0.03
O 1.28923 -4.82240 -5.01515 -0.34 -0.05 0.07
O -7.95540 -2.63255 -0.47624 -0.13 0.47 0.01
N 6.42884 -1.88606 1.81369 1.72 -0.44 -1.40
N 2.64457 -2.66852 0.70113 -0.69 0.02 -2.37
C -7.03850 -3.68881 -0.14710 0.46 -0.65 0.36
C 1.91507 1.41970 3.71754 -0.55 -0.92 0.25
C -3.27662 2.01932 6.73503 0.47 0.56 0.35
C -7.49733 -4.49361 1.05481 -0.13 0.17 0.21
C -5.29759 0.12758 3.97004 -0.01 -0.08 0.05
C -3.48934 3.52137 6.69390 -0.06 0.11 -0.26
C 2.36132 1.71907 -7.61127 0.07 0.08 -0.11
C 1.05972 -3.02811 -6.88172 0.00 0.17 -0.01
C 1.43483 0.28007 2.71416 -0.30 1.54 0.45
C 7.21466 1.36790 2.08624 -0.10 0.27 0.31
C 3.44018 -2.59578 3.25070 0.79 -0.44 -1.19
C -0.92299 2.30568 -9.65564 -0.83 -0.06 -0.26
C 0.77059 -0.85995 3.55428 -0.13 -0.05 0.05
C -2.13087 2.54687 -8.76931 0.03 -0.12 0.28
C 7.66037 2.19697 0.89766 0.49 -0.65 0.34
C 3.01262 -2.60013 1.76297 0.85 0.20 4.24
C -9.00541 -0.33234 -0.56375 0.00 -0.03 -0.14
C 5.60668 -1.63155 2.54620 -2.97 0.59 2.26
C 4.43222 -1.41940 3.48495 1.26 0.05 -0.24
C 1.27706 -2.29342 -3.04550 -0.03 -0.19 0.86
C 0.46387 0.99729 1.69659 0.41 -0.15 0.09
C -0.04515 -1.90579 2.71355 0.73 0.27 -0.48
C 1.74673 -1.53967 4.59210 -1.89 0.58 0.33
C 5.62246 5.51447 0.51938 -0.02 -0.03 -0.13
C 1.93373 -3.41306 -2.26244 -0.19 -0.35 -0.19
H -0.98893 1.33799 -10.15830 0.16 -0.03 0.12
H 1.09374 1.32061 0.84050 -0.59 -0.14 0.34
H 2.95584 1.27917 4.06817 -0.44 0.32 -0.25
H -9.93282 -0.85891 -0.77693 0.05 -0.02 0.04
H 0.61835 -2.05001 -7.05957 0.02 -0.03 0.00
H -8.51416 -4.85961 0.90556 0.06 -0.04 -0.04
H 1.72488 -1.34270 -2.75489 0.00 0.04 -0.35
H 2.33174 -0.01899 2.13892 -0.59 -0.39 0.23
H 2.93850 1.64764 -8.53016 -0.05 0.01 0.01
H -3.39679 1.66752 7.75979 -0.19 -0.23 -0.16
H 4.70777 4.97063 0.29444 0.04 -0.02 0.03
H -2.26429 1.75522 6.41913 -0.10 -0.07 -0.15
H -1.13322 -1.69695 2.73112 0.67 -0.13 0.09
H -6.03568 -3.28427 0.00764 -0.11 0.17 -0.02
H 0.00964 -0.35709 4.19770 0.61 -0.09 -0.36
H 0.20954 -2.22922 -2.82191 -0.01 -0.04 -0.20
H -3.32076 3.91720 5.69261 0.02 -0.02 0.04
H -8.46126 -0.10976 -1.47854 0.00 -0.04 0.04
H 4.04984 -3.52213 3.33871 -0.45 0.47 0.00
H 0.30763 -1.82487 1.66268 -0.41 -0.22 0.55
H 0.64383 -3.75910 -7.57273 -0.04 -0.04 0.11
H 1.75034 2.42916 3.30391 0.45 -0.50 0.12
H 7.72479 1.55742 0.01752 -0.19 0.26 -0.13
H -7.50129 -3.88602 1.95967 0.02 -0.02 -0.03
H 7.19431 1.96992 2.99551 0.02 0.00 -0.03
H -0.88815 3.07032 -10.43159 0.34 0.01 0.10
H -2.80103 4.02541 7.37385 -0.01 -0.11 0.07
H -6.99191 -4.34044 -1.01926 -0.17 0.28 -0.14
H 2.99101 -3.49439 -2.52134 -0.01 0.07 0.07
H 0.16122 -2.94631 3.02486 -0.24 0.52 0.00
H 2.76524 1.04478 -6.85782 -0.11 -0.04 -0.02
H 2.14172 -2.99368 -6.98741 -0.03 -0.02 0.05
H 1.06636 -1.86322 5.41138 0.63 -0.19 -0.50
H 1.84297 -3.23872 -1.19247 0.02 0.10 -0.29
H -4.51396 3.77089 6.97311 0.05 -0.02 0.06
H 4.01740 -0.40972 3.32986 0.05 -0.56 -0.14
H -6.83355 -5.34238 1.22401 0.01 0.01 -0.13
H 2.41174 -0.79692 5.08758 0.02 -0.55 -0.64
H 0.02299 1.91603 2.13852 0.15 -0.68 -0.15
H 4.84834 -1.42963 4.51521 -0.42 -0.21 -0.53
H -0.36612 0.36765 1.32999 0.50 0.21 0.11
H 1.47046 -4.37489 -2.48627 0.00 0.04 -0.06
H -4.94311 -0.82983 4.34469 0.01 0.05 0.01
H -3.04611 2.55719 -9.36260 0.08 0.04 -0.09
H -2.22986 1.76672 -8.01477 -0.01 0.01 -0.04
H 8.65402 2.62008 1.06209 -0.11 0.18 0.00
H 7.88917 0.52900 2.25592 -0.01 -0.01 -0.19
H 6.16591 5.76108 -0.38957 0.01 -0.04 0.04
H 5.38948 6.41947 1.07756 0.07 -0.06 0.07
H -6.24784 0.39825 4.42459 0.05 0.03 -0.01
H -2.03595 3.49749 -8.24251 -0.02 0.01 -0.08
H -5.40151 0.09290 2.88567 0.05 0.06 0.01
H -9.21550 0.58487 -0.01643 0.07 -0.06 0.07
H 1.26049 1.32689 4.61534 0.45 0.32 -0.46
H 6.20710 0.98551 1.92233 0.06 -0.03 -0.07
H 2.35237 2.73823 -7.23174 -0.05 -0.03 -0.01
```
Positions in Å, forces in eV/Å.

As for the structure (SMILES): CC(C)[C@@H](C)CO[C@@H](C#N)CC#N.CCOS(C)(=O)=O.CCOS(C)(=O)=O.CCOS(C)(=O)=O.CCOS(C)(=O)=O.CCOS(C)(=O)=O. The value obtained for the calculated total energy is -116745.5610 eV. For the HOMO energy, the calculation gives -10.317 eV. The value obtained for the orbital gap is 10.75 eV.



(2)
Below is C25H56N2O2P2SSn as an isolated structure in a non-equilibrium geometry, with properties calculated with ωB97M-V/def2-TZVPD.

```
89
Properties=species:S:1:pos:R:3:forces:R:3
Sn -0.07398 0.07606 -0.69450 0.03 -0.53 1.50
S 0.47196 1.13765 1.63779 0.17 -0.09 -1.50
P 0.00024 -2.62080 -0.49803 -0.88 -1.80 -0.43
P 0.04316 2.41905 -1.91336 -0.09 2.24 -1.56
O -3.46598 0.71128 0.27529 3.49 -1.68 -1.90
O 3.39375 -0.39603 -1.39718 -4.16 -0.73 0.23
N 1.13337 -0.11160 3.92337 -0.47 1.50 -2.03
N -1.15299 0.26532 3.60509 1.04 0.68 -0.87
C -1.52786 4.81140 -2.08483 0.18 0.25 -0.65
C -2.23350 0.68966 5.79539 -0.05 0.26 0.09
C -0.08466 -3.32236 -2.21438 0.14 0.37 -0.29
C 0.76923 1.56870 -4.50848 0.17 0.15 0.01
C 1.50296 -3.36950 0.27963 0.87 1.05 0.17
C -1.26894 3.55427 -1.25119 -0.58 -0.79 0.92
C -1.53921 -0.32334 4.90567 -0.05 -0.46 0.13
C -2.76710 -3.13036 -0.37184 0.01 -0.23 -0.02
C -0.32049 2.30422 -3.71511 -0.11 -0.88 -0.25
C 1.83760 4.53192 -2.56497 -0.37 0.44 -0.41
C 1.33341 -4.87069 0.54762 -0.50 -0.30 -0.09
C -1.70957 1.71812 -4.00626 -0.13 0.22 0.01
C 2.30365 -0.51877 6.02074 0.00 -0.09 0.15
C -1.54328 -2.83907 1.84216 -0.02 -0.22 0.23
C 2.25589 -0.53276 -1.30848 5.17 1.12 -0.33
C 1.95189 -2.61555 1.53964 0.14 -0.14 0.25
C -1.06613 3.97345 0.20761 -0.10 0.00 0.37
C 2.27796 3.33832 -0.41485 0.14 0.09 0.14
C -0.96416 -2.49093 -3.16688 0.02 0.02 -0.21
C -2.50731 0.30182 -0.21176 -3.89 1.97 2.01
C 1.72129 3.19353 -1.83395 0.78 -1.05 0.60
C 0.09644 0.38280 3.15940 -0.61 -2.19 2.02
C -1.45602 -3.34967 0.39540 -0.30 0.78 0.23
C 1.46240 0.47405 5.24903 0.11 0.11 0.72
C 1.32058 -3.55129 -2.80188 0.08 -0.21 -0.04
H -1.25013 -3.12440 -4.02752 0.05 0.32 0.39
H 1.72019 4.08757 0.16439 0.29 -0.28 -0.17
H 1.81620 -4.41825 -2.34650 -0.08 0.26 -0.15
H -2.40460 5.30864 -1.64691 0.19 -0.20 -0.08
H -0.14894 -1.68192 -5.81647 0.01 0.33 -0.19
H -0.91286 3.12310 0.88608 -0.05 0.40 -0.21
H 0.63783 -5.06108 1.37590 0.20 0.05 -0.19
H -0.40322 -1.64134 -3.60290 -0.09 -0.27 0.29
H -2.98201 -2.05842 -0.51386 -0.04 -0.40 -0.03
H 2.49783 -0.13159 7.02424 0.10 -0.06 -0.17
H 2.11883 -1.54674 1.34436 0.03 -0.14 0.05
H 1.98107 -2.68041 -2.68082 -0.16 -0.16 -0.16
H 0.99217 -5.42957 -0.33448 0.10 0.10 0.23
H -0.62977 -0.71404 5.36139 -0.29 -0.06 -0.09
H -2.75263 -3.63929 -1.34514 -0.14 0.25 0.28
H -1.98101 4.49611 0.52897 0.36 -0.13 -0.07
H 1.78666 -1.47729 6.12041 0.02 0.10 0.04
H 3.25765 -0.69756 5.51289 -0.08 0.06 0.17
H 1.22538 -2.71134 2.35996 0.37 0.04 -0.27
H 1.47522 4.50916 -3.59959 0.09 0.06 0.25
H -0.18128 -0.96509 -6.03763 0.01 -0.32 0.06
H -2.16914 2.91298 -1.30975 0.12 0.25 0.00
H 1.33836 5.34481 -2.02142 0.17 -0.28 -0.16
H -0.31403 3.36233 -4.02452 0.03 -0.18 0.30
H -1.75790 4.60953 -3.13639 0.03 0.11 0.23
H -2.18125 -1.18421 4.68816 -0.03 0.18 -0.01
H -1.83290 1.67380 -5.09805 -0.07 -0.05 0.34
H 2.29001 -3.25043 -0.48330 -0.23 0.00 0.19
H 0.92884 0.54234 -4.14569 -0.05 0.10 -0.08
H -1.88841 -2.11247 -2.70867 0.18 -0.16 -0.13
H -1.65170 -1.74614 1.89870 0.00 -0.13 -0.11
H 1.72925 2.10198 -4.50083 -0.24 -0.19 -0.03
H -1.59673 1.56201 5.96959 -0.06 -0.06 -0.02
H 2.34139 2.45431 -2.37543 -0.13 0.22 0.13
H -0.55779 -4.30870 -2.04464 0.05 0.37 0.06
H 2.01790 1.40154 5.05822 -0.16 -0.13 0.13
H 1.24049 -3.75413 -3.87765 -0.02 0.04 0.26
H 2.28467 2.39341 0.14158 0.07 0.14 -0.06
H -0.69313 5.52053 -2.02432 -0.30 -0.23 -0.05
H -1.23254 -4.43068 0.41348 0.12 0.35 -0.15
H 0.43759 1.49913 -5.55386 0.17 0.00 0.28
H 2.90479 -3.05270 1.87820 -0.32 0.21 -0.06
H -0.22505 4.67463 0.31364 -0.38 -0.22 -0.02
H -2.52251 2.34034 -3.60915 0.17 -0.19 -0.09
H -1.82046 0.69448 -3.61636 0.06 0.10 -0.10
H -3.59028 -3.56344 0.21420 0.19 0.15 -0.19
H -2.42962 -3.27880 2.32302 0.25 0.11 -0.15
H 2.31099 -5.27968 0.83937 -0.18 0.21 -0.12
H 2.90696 4.78384 -2.60152 -0.23 -0.16 0.02
H -3.17273 1.03592 5.35063 0.11 -0.09 0.14
H -0.66903 -3.12476 2.44243 -0.35 0.07 -0.17
H -2.44929 0.24571 6.77264 -0.04 0.00 -0.25
H 3.32005 3.68057 -0.50149 -0.32 -0.10 0.13
H -1.88479 0.69513 3.03524 0.27 -0.08 0.42
H 0.53937 0.73057 5.77394 0.28 0.01 -0.09
H 1.99149 -0.12893 3.36737 -0.28 -0.16 0.20
```
Positions in Å, forces in eV/Å.

The energy relative to the best compared isomer or geometry (same formula, charge and spin) comes out at 0.00 kcal/mol. Its total charge is +4. The value obtained for the calculated total energy is -69111.3869 eV. For the HOMO energy, the calculation gives -20.744 eV. The value obtained for the orbital gap is 6.32 eV.